(1)
C4H11ClN2Si | the ωB97M-V functional and the def2-TZVPD basis

Each line ends with the Mulliken charge.
Cartesian coordinates (Å):
1 C 0.06 -0.73 1.67  -0.17
2 C 1.21 1.41 2.00  -0.33
3 C -0.52 -1.66 -0.87  -0.82
4 C 0.51 -2.01 1.35  0.09
5 N 0.54 0.39 1.77  -0.10
6 N -0.12 -2.55 0.24  -0.29
7 Si -1.20 2.84 -2.10  0.43
8 Cl 2.47 -2.04 0.77  -0.32
9 H -2.07 2.83 -0.90  -0.10
10 H 1.41 2.28 1.33  0.22
11 H 1.63 1.60 3.04  0.24
12 H -0.86 -2.26 -1.84  0.29
13 H -1.34 -1.05 -0.66  0.32
14 H 0.33 -0.94 -1.01  0.31
15 H 0.53 -2.77 2.27  0.29
16 H 0.30 -3.43 -0.08  0.29
17 H -0.66 1.39 -1.93  -0.12
18 H -2.00 2.82 -3.24  -0.12
19 H -0.24 3.87 -1.82  -0.10

Output
Relative energy (zero: lowest compared OMol25 entry of this formula, charge and spin): 202.5 kJ/mol
Orbital gap (spin up / spin down): 0.2291 / 0.2621 Ha
Charge: 0
HOMO (spin up / spin down): -5.58 / -8.88 eV
Lowest unoccupied orbital energy (spin up / spin down): 0.65 / -1.75 eV
2S+1: 3
DFT total energy: -1017.9241 Ha

=====

(2)
C4H11ClN3 | the ωB97M-V functional and the def2-TZVPD basis

Each line ends with the Mulliken charge.
Cartesian coordinates (Å):
1 C -1.90 -0.86 -1.16  -1.16
2 C -1.24 0.01 -0.05  -0.27
3 C 0.09 -0.63 0.38  -0.70
4 C 1.25 -0.58 -0.58  -0.22
5 N 1.42 2.16 0.05  -0.08
6 N 1.50 1.55 -0.96  -0.28
7 N 0.51 0.15 1.60  -0.14
8 Cl 2.75 -1.17 -0.09  -0.07
9 H -2.29 -1.74 -0.74  0.39
10 H -1.11 -1.33 -1.92  0.26
11 H -2.81 -0.31 -1.55  0.34
12 H -0.81 0.94 -0.49  0.39
13 H -1.91 0.22 0.89  0.33
14 H -0.08 -1.67 0.59  0.49
15 H 0.99 -0.70 -1.57  0.38
16 H 1.88 3.09 0.15  0.27
17 H 0.26 1.09 1.32  0.39
18 H 1.55 0.05 1.84  0.36
19 H -0.06 -0.29 2.30  0.33

Output
Relative energy (zero: lowest compared OMol25 entry of this formula, charge and spin): 354.5 kJ/mol
Orbital gap (spin up / spin down): 0.3135 / 0.3019 Ha
Charge: +1
HOMO (spin up / spin down): -12.66 / -12.19 eV
Lowest unoccupied orbital energy (spin up / spin down): -4.13 / -3.97 eV
DFT total energy: -783.0733 Ha

=====

(3)
C4H11CsNO5S | the ωB97M-V functional and the def2-TZVPD basis

Each line ends with the Mulliken charge.
Cartesian coordinates (Å):
1 Cs 2.53 -0.93 -0.87  0.84
2 S 1.58 1.80 -1.92  1.38
3 O 2.50 1.17 -2.83  -0.81
4 O 1.48 0.94 -0.73  -1.03
5 O 2.06 3.11 -1.50  -0.79
6 O 0.30 1.98 -2.53  -0.72
7 C -1.48 -1.72 -0.29  -1.43
8 C -0.76 -0.36 -0.42  0.78
9 C -0.11 0.24 0.88  -1.06
10 O -1.11 0.31 1.88  -0.35
11 C -0.63 -0.06 3.16  -0.77
12 N 0.13 -0.57 -1.49  -1.31
13 H -1.99 -2.00 -1.21  0.38
14 H -2.24 -1.68 0.49  0.35
15 H -0.76 -2.53 -0.17  0.26
16 H -1.51 0.34 -0.81  0.24
17 H 0.44 1.12 0.57  0.44
18 H 0.69 -0.46 1.12  0.27
19 H -1.45 0.08 3.86  0.26
20 H 0.23 0.54 3.47  0.31
21 H -0.31 -1.11 3.22  0.30
22 H -0.40 -0.41 -2.34  0.17
23 H 0.80 0.18 -1.57  1.29

Output
Relative energy (zero: lowest compared OMol25 entry of this formula, charge and spin): 459.5 kJ/mol
Orbital gap: 0.2253 Ha
Charge: -1
HOMO: -4.22 eV
Lowest unoccupied orbital energy: 1.91 eV
DFT total energy: -1008.1896 Ha

=====

(4)
C4H11CsNO5S | the ωB97M-V functional and the def2-TZVPD basis

Each line ends with the Mulliken charge.
Cartesian coordinates (Å):
1 Cs -23.01 9.78 3.33  1.03
2 S -23.74 11.78 0.47  1.30
3 O -24.38 12.00 1.77  -0.57
4 O -23.26 13.05 -0.05  -0.57
5 O -22.61 10.92 0.70  -0.74
6 O -24.82 11.12 -0.31  -0.44
7 C -19.65 8.19 6.59  -1.88
8 C -20.83 7.81 5.86  0.79
9 C -22.15 8.42 6.53  -0.90
10 O -22.08 9.83 6.64  -0.32
11 C -21.46 10.44 7.70  -0.73
12 N -20.61 8.16 4.50  -0.54
13 H -19.31 9.22 6.70  0.41
14 H -18.76 7.64 6.28  0.45
15 H -19.73 7.84 7.62  0.46
16 H -20.91 6.73 5.90  0.30
17 H -22.36 7.93 7.48  0.38
18 H -22.94 8.20 5.81  0.24
19 H -22.05 10.53 8.62  0.29
20 H -21.29 11.50 7.51  0.28
21 H -20.57 10.03 8.18  0.27
22 H -20.23 7.39 3.97  0.25
23 H -19.92 8.88 4.37  0.24

Output
Relative energy (zero: lowest compared OMol25 entry of this formula, charge and spin): 13.8 kJ/mol
Orbital gap (spin up / spin down): 0.3204 / 0.2502 Ha
Charge: 0
HOMO (spin up / spin down): -9.18 / -9.00 eV
Lowest unoccupied orbital energy (spin up / spin down): -0.47 / -2.19 eV
2S+1: 2
DFT total energy: -1008.2079 Ha